Run A
The following is a DFT calculation (ωB97M-V/def2-TZVPD) of a cluster of 2 separate species, C4H6N3 in total.

Last column: Mulliken charge in e.
Atoms and positions in Å:
C1 -2.976 -0.823 -0.841  0.001
C2 1.717 -0.313 -0.237  -0.040
C3 0.108 0.551 1.027  -0.104
C4 -0.227 0.839 -0.365  -0.409
N1 -1.851 -0.707 -0.887  -0.270
N2 1.286 -0.264 0.977  -0.008
N3 0.855 0.426 -1.028  -0.040
H1 2.722 -0.696 -0.422  0.376
H2 0.337 1.692 1.136  0.269
H3 -0.555 0.336 1.877  0.441
H4 -4.082 -0.889 -0.990  0.301
H5 1.659 -0.692 1.818  0.224
H6 1.005 0.540 -2.064  0.258

Output
**Net charge**: +1
**Orbital gap**: 8.53 eV



Run B
The following is a DFT calculation (ωB97M-V/def2-TZVPD) of the ion C4H6N3 with charge +1.

Last column: Mulliken charge in e.
Atoms and positions in Å:
C1 0.439 -0.077 -1.860  -0.982
C2 -0.213 -0.427 -0.753  0.977
N1 -0.896 -1.550 -0.398  -0.468
C3 -1.148 -1.479 0.875  0.039
N2 -0.622 -0.332 1.356  -0.181
N3 -0.029 0.337 0.357  0.187
C4 1.059 1.547 0.435  -0.375
H1 0.790 0.954 -1.946  0.163
H2 0.456 -0.574 -2.794  0.340
H3 -1.535 -2.254 1.531  0.389
H4 -0.432 -0.294 2.326  0.268
H5 0.966 2.161 1.371  0.321
H6 1.165 1.988 -0.498  0.321

Output
**Net charge**: +1
**Structure (SMILES)**: C=c1nc[nH][n+]1=C
**Orbital gap (alpha / beta)**: 8.33 / 8.01 eV



Run C
The following is a DFT calculation (ωB97M-V/def2-TZVPD) of the ion C4H6N3 with charge +1.

Last column: Mulliken charge in e.
Atoms and positions in Å:
C1 -0.378 -1.569 0.117  1.213
C2 0.923 -1.036 -0.542  0.222
C3 -1.346 -0.443 0.518  -1.363
C4 1.263 0.374 -0.743  -1.184
N1 -0.463 -2.788 0.367  -0.450
N2 1.408 -3.298 -0.806  -0.240
N3 1.710 -2.193 -0.945  0.430
H1 -1.294 0.260 -0.218  0.478
H2 -1.144 -0.166 1.523  0.369
H3 -2.372 -0.775 0.492  0.393
H4 0.798 0.619 -1.728  0.370
H5 2.333 0.508 -0.727  0.386
H6 0.717 0.926 -0.025  0.375

Output
**Net charge**: +1
**Orbital gap (alpha / beta)**: 8.11 / 7.11 eV



Stability ranking, top entry: run A; the second entry is 0.0463 hartree less favorable.



Run A
The following is a DFT calculation (ωB97M-V/def2-TZVPD) of the ion C3H3N2O2 with charge -1.

Last column: Mulliken charge in e.
Atoms and positions in Å:
C1 1.250 -0.229 -1.325  -0.640
N1 -0.103 -0.562 -0.844  -0.441
C2 -0.484 -0.766 0.284  0.476
N2 -1.017 -0.772 1.347  -0.502
C3 -1.403 0.691 1.621  0.703
O1 -0.597 1.306 2.313  -0.677
O2 -2.462 0.963 1.064  -0.663
H1 1.155 0.613 -2.092  0.220
H2 1.902 -0.211 -0.440  0.283
H3 1.760 -1.033 -1.926  0.240

Output
**Net charge**: -1
**Structure (SMILES)**: CN=C=NC(=O)[O-]
**Orbital gap**: 8.20 eV



Run B
The following is a DFT calculation (ωB97M-V/def2-TZVPD) of the ion C3H3N2O2 with charge -1.

Last column: Mulliken charge in e.
Atoms and positions in Å:
H1 -2.363 0.069 -1.086  0.235
N1 -2.621 -0.029 -0.119  -0.661
C1 -1.549 -0.115 0.548  0.105
C2 -0.225 0.001 0.025  -0.267
N2 0.925 -0.027 0.677  -0.438
C3 2.198 0.056 -0.047  0.681
O1 2.718 1.198 -0.073  -0.704
O2 2.575 -1.020 -0.511  -0.673
H2 -1.610 -0.480 1.525  0.405
H3 -0.049 0.346 -0.940  0.317

Output
**Net charge**: -1
**Structure (SMILES)**: [H]/N=C\C=N\C(=O)[O-]
**Orbital gap**: 8.30 eV



Stability ranking, top entry: run A; the second entry is 0.0029 hartree less favorable.



Run A
The following is a DFT calculation (ωB97M-V/def2-TZVPD) of a structure of composition C4H15N2O.

Last column: Mulliken charge in e.
Atoms and positions in Å:
C1 -0.258 -0.623 1.350  -0.718
N1 0.465 -1.813 1.608  -0.279
C2 0.663 0.484 0.783  -0.496
N2 0.239 -2.045 -1.218  -0.630
C3 0.504 2.444 -0.813  -1.363
C4 -0.085 1.741 0.400  -0.341
H1 -1.133 -0.773 0.666  0.358
H2 -0.655 -0.244 2.299  0.493
H3 0.558 -2.321 0.709  0.272
H4 -0.083 -2.389 2.243  0.340
H5 1.295 0.708 1.651  0.466
H6 -0.191 -2.981 -1.210  0.342
H7 0.928 -2.013 -1.962  0.265
H8 1.289 0.117 -0.031  0.371
H9 -0.090 3.286 -1.143  0.372
H10 1.508 2.821 -0.611  0.360
H11 0.581 1.744 -1.643  0.323
H12 -1.096 1.429 0.083  0.261
H13 -0.238 2.411 1.240  0.437
H14 -2.204 -0.624 -1.679  0.302
H15 -0.651 -1.098 -1.338  0.395
O1 -1.346 -0.261 -1.383  -0.529

Output
**Net charge**: +1
**Orbital gap**: 5.20 eV



Run B
The following is a DFT calculation (ωB97M-V/def2-TZVPD) of a cluster of 2 separate species, C4H15N2O in total.

Last column: Mulliken charge in e.
Atoms and positions in Å:
C1 -2.323 0.108 0.448  -0.637
C2 -1.369 1.247 0.075  -0.594
C3 -0.068 0.966 -0.694  -0.620
C4 1.178 -1.149 -1.347  -0.957
N1 0.683 -0.257 -0.267  -0.055
N2 -1.677 -1.068 1.086  -0.630
H1 -2.861 -0.229 -0.435  0.386
H2 -3.093 0.512 1.095  0.348
H3 -1.935 1.890 -0.589  0.321
H4 -1.173 1.897 0.925  0.382
H5 0.619 1.804 -0.556  0.276
H6 -0.222 0.911 -1.765  0.389
H7 1.568 -2.051 -0.897  0.355
H8 1.976 -0.651 -1.874  0.384
H9 0.373 -1.282 -2.063  0.374
H10 1.462 0.000 0.345  0.352
H11 0.009 -0.811 0.337  0.523
H12 -1.713 -0.975 2.094  0.218
H13 -2.199 -1.907 0.843  0.222
H14 3.869 -0.200 1.572  0.299
H15 3.685 0.987 0.624  0.305
O1 3.209 0.260 1.043  -0.641

Output
**Net charge**: +1
**Orbital gap**: 11.15 eV



Stability ranking, top entry: run B; the second entry is 0.2675 hartree less favorable.



Run A
The following is a DFT calculation (ωB97M-V/def2-TZVPD) of a cluster of 2 separate species, C4H15N2O in total.

Last column: Mulliken charge in e.
Atoms and positions in Å:
C1 -1.426 0.425 -0.576  -0.856
C2 -0.168 0.342 -1.399  -0.559
C3 1.119 0.217 -0.608  -0.435
C4 1.609 1.546 -0.002  -0.558
N1 0.858 1.914 1.199  -0.439
N2 -1.788 -0.896 0.057  -0.127
H1 -1.374 1.220 0.164  0.445
H2 -2.292 0.715 -1.166  0.361
H3 -0.152 1.221 -2.038  0.368
H4 -0.253 -0.510 -2.067  0.327
H5 1.032 -0.498 0.221  0.152
H6 1.959 -0.216 -1.137  0.373
H7 1.439 2.282 -0.792  0.251
H8 2.660 1.483 0.243  0.388
H9 1.372 2.423 1.896  0.245
H10 0.289 1.195 1.608  0.131
H11 -0.989 -1.276 0.597  0.229
H12 -1.945 -1.566 -0.688  0.369
H13 -2.556 -0.779 0.711  0.374
H14 0.029 -3.663 0.756  0.314
H15 0.683 -2.748 1.787  0.318
O1 -0.104 -2.833 1.233  -0.671

Output
**Net charge**: +1
**Orbital gap**: 8.99 eV



Run B
The following is a DFT calculation (ωB97M-V/def2-TZVPD) of a cluster of 2 separate species, C4H15N2O in total.

Last column: Mulliken charge in e.
Atoms and positions in Å:
N1 -1.129 1.926 -0.619  -0.297
C1 -0.483 1.811 0.735  -0.547
C2 -0.702 0.411 1.259  -0.766
N2 0.036 -0.562 0.488  -0.132
C3 1.099 -1.302 1.168  -0.473
C4 1.879 -2.180 0.199  -1.184
H1 -1.249 2.870 -0.992  0.359
H2 -2.054 1.490 -0.610  0.343
H3 -0.608 1.357 -1.311  0.367
H4 0.567 2.032 0.574  0.319
H5 -0.941 2.573 1.370  0.383
H6 -1.756 0.153 1.341  0.416
H7 -0.363 0.416 2.303  0.343
H8 -0.532 -1.199 -0.051  0.231
H9 0.709 -1.878 2.020  0.358
H10 1.796 -0.590 1.594  0.320
H11 1.217 -2.744 -0.471  0.339
H12 2.572 -1.602 -0.413  0.293
H13 2.432 -2.915 0.788  0.362
H14 -0.369 -0.660 -3.048  0.308
H15 -1.355 0.412 -3.527  0.295
O1 -0.766 0.180 -2.797  -0.639

Output
**Net charge**: +1
**Orbital gap**: 9.43 eV



Stability ranking, top entry: run B; the second entry is 0.0052 hartree less favorable.



Run A
The following is a DFT calculation (ωB97M-V/def2-TZVPD) of a cluster of 3 separate species, C4H15N2O in total.

Last column: Mulliken charge in e.
Atoms and positions in Å:
C1 2.108 -0.940 -0.263  -0.494
C2 2.196 0.278 0.643  -0.205
C3 2.876 -0.136 1.936  -1.244
C4 -4.264 0.676 0.174  -0.690
N1 -3.213 -0.152 -0.369  -0.295
N2 1.253 -0.793 -1.373  -0.173
H1 1.730 -1.845 0.289  0.352
H2 3.059 -1.392 -0.604  0.430
H3 2.844 0.945 0.065  0.245
H4 1.179 0.699 0.679  0.430
H5 2.311 -0.868 2.510  0.359
H6 3.193 0.700 2.555  0.339
H7 -5.180 0.093 0.276  0.321
H8 -4.499 1.450 -0.557  0.313
H9 -4.061 1.112 1.158  0.296
H10 3.836 -0.600 1.694  0.334
H11 -2.292 0.314 -0.459  0.282
H12 1.023 -1.614 -1.916  0.319
H13 0.378 -0.208 -1.128  0.235
H14 -0.339 1.786 -1.059  0.274
H15 -3.028 -0.918 0.281  0.302
O1 -0.605 0.918 -0.689  -0.731

Output
**Net charge**: +1
**Orbital gap**: 3.62 eV



Run B
The following is a DFT calculation (ωB97M-V/def2-TZVPD) of a cluster of 2 separate species, C4H15N2O in total.

Last column: Mulliken charge in e.
Atoms and positions in Å:
C1 0.111 -0.289 -1.198  -0.819
N1 -0.931 -1.024 -0.487  -0.238
C2 -1.957 -1.644 -1.297  -1.051
C3 0.223 1.157 -0.715  -0.761
N2 0.695 1.264 0.676  0.038
C4 2.138 0.980 0.749  -0.919
H1 1.055 -0.777 -0.967  0.339
H2 -0.011 -0.296 -2.271  0.470
H3 -0.575 -1.650 0.227  0.343
H4 -1.613 -2.357 -2.050  0.340
H5 -2.579 -2.268 -0.702  0.345
H6 -2.476 -0.834 -1.825  0.313
H7 1.017 1.549 -1.338  0.433
H8 -0.686 1.712 -0.967  0.355
H9 0.189 0.472 1.209  0.408
H10 0.546 2.191 1.034  0.363
H11 2.311 0.436 1.670  0.374
H12 2.566 0.432 -0.067  0.309
H13 2.763 1.847 0.895  0.383
H14 -0.848 0.160 3.093  0.316
H15 -1.369 -0.772 2.042  0.330
O1 -0.568 -0.288 2.289  -0.669

Output
**Net charge**: +1
**Orbital gap**: 9.58 eV



Stability ranking, top entry: run B; the second entry is 0.2458 hartree less favorable.



Run A
The following is a DFT calculation (ωB97M-V/def2-TZVPD) of a cluster of 2 separate species, C4H15N2O in total.

Last column: Mulliken charge in e.
Atoms and positions in Å:
C1 2.356 0.375 0.518  -1.449
C2 0.895 -0.133 0.546  0.276
C3 0.565 -1.018 -0.634  -0.614
C4 -0.922 -1.433 -0.793  -0.663
N1 -1.628 -0.322 -1.477  -0.632
N2 0.166 1.165 0.154  -0.488
H1 2.745 0.520 -0.498  0.339
H2 2.569 1.262 1.121  0.423
H3 2.996 -0.351 0.986  0.397
H4 0.404 -0.454 1.444  0.413
H5 1.076 -1.996 -0.729  0.414
H6 0.822 -0.597 -1.666  0.273
H7 -1.072 -2.326 -1.408  0.427
H8 -1.328 -1.481 0.212  0.271
H9 -1.226 -0.216 -2.437  0.227
H10 -2.659 -0.471 -1.721  0.246
H11 0.275 1.947 0.739  0.292
H12 0.233 1.534 -0.805  0.370
H13 -0.954 0.821 0.078  0.489
H14 -2.333 0.600 1.959  0.299
H15 -1.555 1.669 2.520  0.282
O1 -1.427 0.904 1.892  -0.593

Output
**Net charge**: +1
**Orbital gap**: 10.79 eV



Run B
The following is a DFT calculation (ωB97M-V/def2-TZVPD) of a cluster of 2 separate species, C4H15N2O in total.

Last column: Mulliken charge in e.
Atoms and positions in Å:
N1 -1.264 0.161 2.164  -0.150
C1 -1.483 0.242 0.703  -0.678
C2 -0.748 -0.986 0.075  -0.766
N2 0.607 -0.871 0.585  -0.533
C3 1.418 0.257 -0.058  -0.068
C4 2.824 -0.203 -0.457  -1.179
H1 -1.927 -0.482 2.588  0.343
H2 -0.277 -0.254 2.047  0.402
H3 -1.243 1.047 2.660  0.343
H4 -1.013 1.068 0.158  0.434
H5 -2.519 0.043 0.382  0.290
H6 -1.161 -1.931 0.455  0.422
H7 -0.799 -0.866 -1.007  0.445
H8 1.125 -1.709 0.340  0.277
H9 0.834 0.348 -0.967  0.145
H10 1.412 1.140 0.572  0.236
H11 3.488 0.535 0.026  0.305
H12 2.969 -0.432 -1.525  0.354
H13 3.273 -1.113 -0.012  0.354
H14 -2.633 1.299 -2.926  0.299
H15 -1.144 1.633 -3.154  0.308
O1 -1.739 1.073 -2.649  -0.585

Output
**Net charge**: +1
**Orbital gap**: 10.61 eV



Stability ranking, top entry: run B; the second entry is 0.0024 hartree less favorable.